The following is a quantum chemistry calculation of C38H57N3O6SSbSi2Sn as an isolated structure at a distorted geometry, from the OMol25 dataset.

Calculated values
Spin multiplicity   1
Kohn-Sham gap   7.437 eV
HOMO energy   -5.63 eV
Energy relative to the best compared isomer or geometry (same formula, charge and spin)   0.0 kcal per mole
Charge   -1

Last column: Mulliken charge in e.
Atoms and positions in Å:
Sn 0.2700 -0.4089 1.3727  0.783
C -4.3833 -0.0579 1.9780  -1.040
Si -2.9864 -0.0603 0.7220  0.065
C -2.3395 1.6674 0.4311  -0.510
C -3.7185 -0.7129 -0.8715  -0.419
N -1.6241 -1.0101 1.2772  0.892
C -1.6957 -2.4211 1.4980  0.878
C -2.8628 -3.1394 1.3182  -0.858
C -2.9235 -4.5110 1.5803  -1.262
C -1.7808 -5.1714 1.9764  -0.978
C -0.5880 -4.4612 2.1196  -0.763
C -0.5304 -3.0935 1.8998  0.769
N 0.6349 -2.3256 1.9977  0.982
Si 2.1230 -2.9054 2.6967  0.553
C 1.8011 -3.3909 4.4792  -1.252
C 3.4061 -1.5374 2.6502  -1.083
C 2.8348 -4.3811 1.7717  -1.355
H -5.2697 0.3774 1.5038  0.404
H -4.1755 0.5317 2.8704  0.218
H -4.6371 -1.0685 2.3059  0.352
H -3.1731 2.3224 0.1568  0.562
H -1.6216 1.6771 -0.3951  -0.200
H -1.8604 2.1106 1.3099  0.184
H -4.5981 -0.1265 -1.1503  0.452
H -4.0204 -1.7600 -0.8190  0.452
H -2.9854 -0.6207 -1.6708  -0.698
H -3.7622 -2.6272 1.0011  0.176
H -3.8603 -5.0418 1.4660  0.409
H -1.7978 -6.2376 2.1651  0.395
H 0.3128 -4.9914 2.4037  0.212
H 1.5679 -2.5035 5.0741  0.264
H 2.6907 -3.8678 4.9065  0.375
H 0.9639 -4.0862 4.5707  0.381
H 3.0123 -0.5215 2.7375  0.219
H 4.0245 -1.5967 1.7495  0.294
H 4.0668 -1.6840 3.5119  0.465
H 2.5703 -5.3333 2.2404  0.442
H 3.9274 -4.3115 1.7644  0.433
H 2.5085 -4.4149 0.7284  0.316
O 5.6478 -0.3345 -3.3947  -0.699
C 5.2328 -1.4074 -2.9111  0.278
O 5.5902 -2.5938 -3.0516  -0.734
C 4.0171 -1.2229 -1.9688  0.237
C 3.0236 -2.1953 -1.9066  -0.902
C 1.9122 -1.9832 -1.1226  -0.947
N 1.7756 -0.8673 -0.3900  0.741
C 2.7448 0.0655 -0.4110  0.750
C 3.8667 -0.0719 -1.1974  -0.911
C 2.5147 1.2861 0.4668  0.235
O 3.3400 2.1678 0.5359  -0.700
O 1.3600 1.3045 1.1043  -0.649
H 3.1468 -3.1059 -2.4784  0.482
H 1.1079 -2.7062 -1.0481  0.757
H 4.6100 0.7120 -1.2309  0.621
C -2.1615 3.3105 -3.5123  -1.888
C -2.3461 1.9545 -4.2028  1.913
C -3.7159 1.4172 -3.7973  -1.461
C -2.3338 2.1610 -5.7161  -1.732
Sb -0.7977 0.6204 -3.3202  0.835
C 1.0660 1.6843 -3.8592  2.343
C 1.0699 2.4581 -5.1742  -1.985
C 1.2898 2.6547 -2.6933  -1.981
C 2.2168 0.6836 -3.8792  -2.382
C -0.8930 -1.1875 -4.6057  1.953
C 0.3988 -1.9931 -4.4675  -2.085
C -1.1638 -0.9331 -6.0860  -1.769
C -2.0227 -2.0465 -4.0255  -1.796
H -3.0038 3.9654 -3.7727  0.517
H -1.2465 3.8144 -3.8284  0.321
H -2.1387 3.2203 -2.4222  0.211
H -4.4949 2.1067 -4.1509  0.519
H -3.8092 1.3401 -2.7166  0.045
H -3.9263 0.4350 -4.2303  0.268
H -3.0228 2.9803 -5.9643  0.513
H -2.6806 1.2784 -6.2513  0.278
H -1.3531 2.4285 -6.1053  0.222
H 0.3709 3.2963 -5.1705  0.378
H 0.8389 1.8187 -6.0292  0.258
H 2.0737 2.8714 -5.3369  0.477
H 0.4772 3.3757 -2.5752  0.371
H 2.2160 3.2180 -2.8603  0.488
H 1.3981 2.1247 -1.7435  0.257
H 2.2586 0.1273 -4.8151  0.306
H 2.1570 -0.0332 -3.0600  0.231
H 3.1752 1.2073 -3.7801  0.757
H 1.2285 -1.5592 -5.0202  0.350
H 0.2286 -3.0003 -4.8698  0.599
H 0.7099 -2.1041 -3.4294  0.302
H -0.4938 -0.1828 -6.5127  0.216
H -2.1918 -0.6124 -6.2591  0.352
H -1.0162 -1.8657 -6.6470  0.470
H -1.8277 -2.3226 -2.9857  0.291
H -2.1016 -2.9761 -4.6046  0.481
H -2.9963 -1.5496 -4.0649  0.311
O -2.7634 5.9017 5.8589  -0.490
C -3.2042 4.9543 4.9947  0.625
O -4.3060 5.0495 4.5330  -0.563
C -2.2688 3.8318 4.6890  0.608
C -2.8068 2.6748 4.1340  -0.209
C -1.9947 1.5927 3.8516  -0.968
C -0.6228 1.6424 4.0865  0.494
S 0.3958 0.2230 3.8030  -0.525
C -0.0809 2.8088 4.6239  -1.128
C -0.8967 3.8869 4.9280  -0.789
H -1.9053 5.6462 6.2129  0.297
H -3.8725 2.6383 3.9436  0.502
H -2.4066 0.6715 3.4658  0.665
H 0.9886 2.8711 4.7812  0.415
H -0.4265 4.7880 5.3090  0.247

The following is a quantum chemistry calculation of C48H45CuN3O3P2S2Te as an isolated structure at a distorted geometry, from the OMol25 dataset.

Calculated values
Spin multiplicity   1
Kohn-Sham gap   5.080 eV
HOMO energy   -3.38 eV
Energy relative to the best compared isomer or geometry (same formula, charge and spin)   58.8 kcal per mole
Charge   -1

Last column: Mulliken charge in e.
Atoms and positions in Å:
Cu -0.6130 0.7197 -1.2656  0.058
Te -1.4572 -2.6201 2.3898  0.279
C -1.0360 -2.5113 4.5582  0.065
C -1.3682 -1.3637 5.3063  0.324
C -1.1345 -1.4430 6.6604  -0.137
N -0.6370 -2.5540 7.2893  -0.723
C -0.2330 -3.5559 6.5474  -0.427
C -0.3636 -3.5770 5.1252  -0.346
C -0.5309 -1.0148 1.5390  -0.967
P -1.5250 0.2233 0.6384  2.505
C -1.9185 1.5896 1.7947  0.212
C -1.5688 2.9299 1.6345  -0.197
C -1.5664 3.8177 2.6877  -0.566
C -2.2713 3.4467 3.8534  -0.674
C -2.5476 2.0749 4.0686  -0.633
C -2.3648 1.1699 3.0124  -0.524
C -3.1737 -0.5292 0.3129  0.556
C -3.1630 -1.8719 0.1154  -0.801
C -4.3480 -2.5727 0.0553  -1.215
C -5.5658 -1.8957 0.0613  -0.706
C -5.5617 -0.4658 0.1738  -0.603
C -4.3545 0.2036 0.2231  -0.572
P 1.2039 -0.7193 1.5819  0.778
C 1.9837 -2.2569 2.0237  0.360
C 1.6461 -3.3434 1.2342  -0.061
C 2.2641 -4.6117 1.3746  -0.659
C 3.3424 -4.7377 2.2569  -0.528
C 3.6809 -3.6479 3.0526  -0.553
C 3.0788 -2.4163 2.9165  -0.593
C 1.4993 0.3847 2.9314  0.250
C 1.8601 1.7719 2.6797  -0.062
C 2.2698 2.5947 3.7323  -1.040
C 1.8117 2.2203 4.9796  -0.352
C 1.3607 0.9404 5.2667  -0.824
C 1.2832 0.0098 4.2399  -0.275
H -1.7553 -0.4370 4.8297  -0.463
H -1.3999 -0.5493 7.3105  0.326
H 0.0844 -4.4618 7.0039  0.419
H -0.0473 -4.4050 4.5304  0.408
H -1.2372 3.2863 0.6322  -0.019
H -1.1408 4.8259 2.6105  0.413
H -2.5703 4.2449 4.5885  0.308
H -3.1356 1.7421 4.9650  0.350
H -2.5916 0.1185 3.2149  0.854
H -2.2386 -2.3378 -0.1858  0.864
H -4.3272 -3.6207 -0.0525  0.531
H -6.5072 -2.3959 0.2612  0.338
H -6.4831 0.1259 0.0869  0.383
H -4.2812 1.2676 0.1456  0.565
H 0.8743 -3.2016 0.4326  -0.069
H 1.9483 -5.4788 0.8213  0.406
H 3.8128 -5.7216 2.3567  0.338
H 4.4111 -3.9220 3.8584  0.263
H 3.3710 -1.5820 3.5788  0.381
H 1.9706 2.2650 1.6996  0.277
H 2.6563 3.5281 3.4671  0.502
H 1.7297 3.0358 5.7155  0.287
H 1.0754 0.7316 6.3272  0.325
H 1.1703 -1.0533 4.4981  0.518
S 0.5905 -1.0657 -1.8085  -0.235
C -0.1468 -2.0047 -3.0054  -0.187
N -0.1445 -3.3632 -3.0790  -0.218
C -1.1077 -3.9661 -3.9801  -0.598
C -1.6754 -2.8177 -4.8309  -0.393
S -1.0553 -1.2412 -4.2851  0.052
H 0.2950 -3.8575 -2.3152  0.260
H -1.9559 -4.4466 -3.3555  0.228
H -0.6107 -4.7333 -4.5641  0.320
H -2.7964 -2.8015 -4.7396  0.228
H -1.5053 -2.9727 -5.9624  0.307
O -2.1566 2.0648 -1.5540  -0.539
N -2.6003 1.9496 -2.8354  0.336
C -2.0904 2.8493 -3.7116  -0.027
C -2.5917 2.9570 -5.0175  -0.716
C -3.5739 2.0550 -5.3865  -0.325
C -4.2136 1.1987 -4.4229  -0.860
C -3.6714 1.0655 -3.1015  -0.351
H -1.2340 3.4628 -3.3668  0.374
H -2.2667 3.7796 -5.6523  0.427
H -3.9325 1.9732 -6.3883  0.430
H -5.0840 0.6363 -4.6664  0.466
H -3.8643 0.2736 -2.4256  0.502
C 5.8798 1.1985 -5.4386  -1.373
C 4.8233 1.6287 -4.5091  1.095
C 4.9964 1.5787 -3.1058  -0.821
C 3.9561 1.6452 -2.2349  0.722
C 4.0450 1.1421 -0.8251  -1.088
C 2.7122 2.2714 -2.6363  -0.029
C 2.5859 2.5418 -3.9995  1.151
C 1.5384 3.5143 -4.5324  -1.372
C 3.5592 2.0776 -4.9108  -0.943
C 1.6152 2.5982 -1.6461  0.404
O 1.9190 3.0989 -0.5878  -0.782
O 0.4517 2.1495 -2.0127  -0.205
H 6.5331 0.4024 -4.9686  0.320
H 6.6612 2.0161 -5.6274  0.233
H 5.4597 0.9434 -6.4096  0.370
H 6.0062 1.3923 -2.6749  0.353
H 4.2390 1.9004 -0.0394  0.315
H 4.8120 0.3589 -0.6982  0.408
H 3.0663 0.7362 -0.4758  -0.149
H 0.8205 2.9831 -5.2356  0.229
H 2.0106 4.3985 -5.0135  0.366
H 0.9755 3.9276 -3.7044  0.259
H 3.3543 2.1071 -6.0070  0.205

The following is a quantum chemistry calculation of C26H26IrN5O as an isolated structure at a distorted geometry, from the OMol25 dataset.

Calculated values
Spin multiplicity   2
Kohn-Sham gap (alpha / beta)   4.033 / 4.795 eV
HOMO energy (alpha / beta)   -8.97 / -9.65 eV
Energy relative to the best compared isomer or geometry (same formula, charge and spin)   64.5 kcal per mole
Charge   +1

Last column: natural (NBO) charge in e.
Atoms and positions in Å:
Ir -0.0572 0.3204 -0.4283  1.006
C 4.5658 0.6272 -3.4042  -0.232
C 4.9927 1.1315 -2.1865  -0.179
C 4.2109 1.0097 -1.0493  -0.273
C 2.9713 0.3501 -1.0957  0.131
C 2.5398 -0.1184 -2.3526  -0.220
C 3.3213 0.0168 -3.4833  -0.206
N 2.1166 0.2044 0.0012  -0.634
C 2.4828 0.2275 1.2964  0.150
C 3.7972 0.0415 1.7774  -0.280
C 4.0683 0.1389 3.1218  -0.170
C 3.0516 0.3823 4.0629  -0.238
C 1.7509 0.4748 3.6546  -0.210
C 1.4416 0.3771 2.2834  0.100
N 0.1892 0.4057 1.7950  -0.127
N -0.8314 0.4287 2.5443  -0.281
C -2.0238 0.3504 1.8901  0.310
C -3.2150 0.4231 2.6275  -0.229
C -4.4243 0.3471 1.9803  -0.144
C -4.4495 0.1513 0.5981  -0.299
C -3.2494 0.0752 -0.0701  0.047
N -2.0637 0.1891 0.5417  -0.567
H 5.1835 0.7251 -4.2862  0.225
H 5.9460 1.6404 -2.1241  0.224
H 4.5350 1.4756 -0.1297  0.226
H 1.5724 -0.6055 -2.4180  0.183
H 2.9604 -0.3534 -4.4342  0.222
H 4.5856 -0.2049 1.0834  0.230
H 5.0907 0.0216 3.4557  0.224
H 3.2910 0.4697 5.1135  0.227
H 0.9458 0.6251 4.3598  0.237
H -3.1413 0.5400 3.6989  0.247
H -5.3504 0.4388 2.5313  0.236
H -5.3802 0.0651 0.0567  0.239
H -3.2275 -0.0641 -1.1435  0.203
C -2.2354 2.8778 -1.0465  -0.260
O -0.8862 3.2469 -0.7318  -0.431
C 0.0587 2.3644 -0.7056  0.447
C 1.3639 3.0590 -0.4980  -0.741
H -2.7387 2.5134 -0.1542  0.213
H -2.2502 2.1139 -1.8224  0.192
H -2.7236 3.7826 -1.3948  0.224
H 1.2295 4.1387 -0.4502  0.242
H 2.0435 2.8055 -1.3154  0.274
H 1.8197 2.7082 0.4282  0.271
C -0.1680 -6.1803 0.2229  -0.648
C -0.1405 -4.7083 -0.0384  0.088
C -1.2844 -3.9929 -0.3790  -0.249
C -1.2027 -2.6347 -0.6080  0.070
N -0.0635 -1.9409 -0.5179  -0.536
C 1.0457 -2.6291 -0.2110  0.078
C 1.0500 -3.9865 0.0279  -0.241
H -1.1861 -6.5520 0.3158  0.230
H 0.3825 -6.4173 1.1331  0.241
H 0.3183 -6.7125 -0.5967  0.246
H -2.2406 -4.4906 -0.4672  0.235
H -2.0885 -2.0808 -0.8872  0.206
H 1.9684 -2.0698 -0.1629  0.235
H 1.9836 -4.4782 0.2663  0.237

The following is a quantum chemistry calculation of a 2-piece molecular cluster, C15H22Br2FN2O3 overall at a distorted geometry, from the OMol25 dataset.

Calculated values
Spin multiplicity   1
Kohn-Sham gap   6.716 eV
HOMO energy   -4.14 eV
Charge   -1

Last column: natural (NBO) charge in e.
Atoms and positions in Å:
C -2.2766 2.8857 0.2899  -0.630
C -3.4760 2.0406 0.8693  -0.431
C -3.8412 0.7626 -0.0096  -0.199
Br -5.5647 0.1212 0.6948  0.002
C -2.6816 -0.3146 -0.0761  -0.058
C -1.8641 -0.3772 1.2534  -0.458
C -2.8475 -0.7984 2.5033  0.096
C -2.1167 -1.6546 3.6426  -0.199
O -3.1319 -2.2066 2.6289  -0.496
C -3.1388 -1.7793 -0.4294  0.724
O -2.3928 -2.7343 -0.1074  -0.759
O -4.2016 -2.0549 -1.0823  -0.755
N -1.7708 0.1611 -1.1644  -0.507
Br -2.4266 -0.1542 -2.8999  0.169
C -0.4082 -0.4146 -1.1201  -0.261
C 0.6939 0.5877 -0.5383  -0.465
C 1.4103 0.0210 0.7341  0.045
F 2.8135 0.2610 0.6175  -0.399
H -2.0157 2.6542 -0.7640  0.238
H -1.3999 2.7231 0.9725  0.195
H -2.5320 3.9746 0.3886  0.200
H -3.2945 1.7911 1.9361  0.200
H -4.3880 2.6899 0.8252  0.211
H -4.0725 1.2008 -1.0118  0.235
H -1.3591 0.5648 1.5624  0.200
H -1.1280 -1.2028 1.3256  0.259
H -3.6281 -0.0451 2.8415  0.199
H -1.2258 -2.2463 3.3436  0.209
H -2.6244 -1.7247 4.6238  0.193
H -0.3305 -1.4404 -0.6798  0.233
H -0.0918 -0.5522 -2.1843  0.220
H 0.1580 1.5522 -0.3650  0.222
H 1.4594 0.8023 -1.3265  0.222
H 1.2474 -1.0819 0.7392  0.176
H 0.9896 0.5030 1.6443  0.172
N 6.1423 0.4478 -1.2680  -0.506
C 5.2447 -0.5838 -1.2306  -0.076
C 5.5745 -1.4657 -2.2271  -0.304
C 6.7200 -0.9482 -2.8884  -0.313
C 7.0481 0.2315 -2.2725  -0.089
H 6.1373 1.2414 -0.6524  0.410
H 4.4510 -0.5990 -0.5006  0.238
H 5.0526 -2.3812 -2.4559  0.220
H 7.2436 -1.3915 -3.7209  0.215
H 7.8436 0.9342 -2.4613  0.202

Please write out number 4 again, unchanged.
The following is a quantum chemistry calculation of a 2-piece molecular cluster, C15H22Br2FN2O3 overall at a distorted geometry, from the OMol25 dataset.

Calculated values
Spin multiplicity   1
Kohn-Sham gap   6.716 eV
HOMO energy   -4.14 eV
Charge   -1

Last column: natural (NBO) charge in e.
Atoms and positions in Å:
C -2.2766 2.8857 0.2899  -0.630
C -3.4760 2.0406 0.8693  -0.431
C -3.8412 0.7626 -0.0096  -0.199
Br -5.5647 0.1212 0.6948  0.002
C -2.6816 -0.3146 -0.0761  -0.058
C -1.8641 -0.3772 1.2534  -0.458
C -2.8475 -0.7984 2.5033  0.096
C -2.1167 -1.6546 3.6426  -0.199
O -3.1319 -2.2066 2.6289  -0.496
C -3.1388 -1.7793 -0.4294  0.724
O -2.3928 -2.7343 -0.1074  -0.759
O -4.2016 -2.0549 -1.0823  -0.755
N -1.7708 0.1611 -1.1644  -0.507
Br -2.4266 -0.1542 -2.8999  0.169
C -0.4082 -0.4146 -1.1201  -0.261
C 0.6939 0.5877 -0.5383  -0.465
C 1.4103 0.0210 0.7341  0.045
F 2.8135 0.2610 0.6175  -0.399
H -2.0157 2.6542 -0.7640  0.238
H -1.3999 2.7231 0.9725  0.195
H -2.5320 3.9746 0.3886  0.200
H -3.2945 1.7911 1.9361  0.200
H -4.3880 2.6899 0.8252  0.211
H -4.0725 1.2008 -1.0118  0.235
H -1.3591 0.5648 1.5624  0.200
H -1.1280 -1.2028 1.3256  0.259
H -3.6281 -0.0451 2.8415  0.199
H -1.2258 -2.2463 3.3436  0.209
H -2.6244 -1.7247 4.6238  0.193
H -0.3305 -1.4404 -0.6798  0.233
H -0.0918 -0.5522 -2.1843  0.220
H 0.1580 1.5522 -0.3650  0.222
H 1.4594 0.8023 -1.3265  0.222
H 1.2474 -1.0819 0.7392  0.176
H 0.9896 0.5030 1.6443  0.172
N 6.1423 0.4478 -1.2680  -0.506
C 5.2447 -0.5838 -1.2306  -0.076
C 5.5745 -1.4657 -2.2271  -0.304
C 6.7200 -0.9482 -2.8884  -0.313
C 7.0481 0.2315 -2.2725  -0.089
H 6.1373 1.2414 -0.6524  0.410
H 4.4510 -0.5990 -0.5006  0.238
H 5.0526 -2.3812 -2.4559  0.220
H 7.2436 -1.3915 -3.7209  0.215
H 7.8436 0.9342 -2.4613  0.202